1.
The following is a DFT calculation (wB97M-V/def2-TZVPD) of a molecular structure, C19H42P2SiZn.

The geometry in XYZ format:
```
65
Properties=species:S:1:pos:R:3:lowdin_charge:R:1
P 5.478 0.784 0.137 0.626
P 4.320 -2.366 -0.985 0.956
C 6.513 -0.541 -0.638 -0.301
C 5.743 -1.404 -1.641 -0.298
H 6.940 -1.128 0.191 0.084
H 7.358 -0.058 -1.152 0.078
H 5.397 -0.808 -2.500 0.094
H 6.440 -2.161 -2.028 0.081
C 5.214 -3.788 -0.289 -0.176
H 4.552 -4.663 -0.250 0.058
H 5.589 -3.571 0.721 0.067
H 6.069 -4.017 -0.944 0.060
C 3.370 -2.978 -2.371 -0.157
H 3.895 -3.870 -2.752 0.074
H 3.314 -2.237 -3.181 0.070
H 2.356 -3.272 -2.065 0.066
C 6.341 1.482 1.653 -0.195
H 6.042 2.530 1.787 0.056
H 7.425 1.444 1.490 0.029
H 6.120 0.930 2.575 0.024
C 6.600 2.139 -0.843 -0.231
H 6.550 1.963 -1.927 0.021
H 7.651 2.047 -0.531 0.017
H 6.273 3.168 -0.636 0.028
Zn -0.202 -0.408 -0.945 0.756
C 3.733 -1.435 0.418 -0.364
C 4.518 -0.417 1.233 -0.358
C 3.586 0.465 2.062 -0.188
C 3.140 1.765 1.319 -0.202
C 4.038 2.119 0.182 -0.343
C 4.175 1.316 -1.028 -0.366
C 3.004 0.347 -1.340 -0.191
C 2.544 -0.683 -0.288 -0.262
C -0.238 1.526 -0.548 -0.258
H 3.308 -2.168 1.126 0.130
H 5.278 -0.946 1.837 0.115
H 4.096 0.737 2.995 0.101
H 2.691 -0.094 2.339 0.099
H 2.100 1.706 0.949 0.069
H 3.158 2.593 2.051 0.113
H 4.485 3.124 0.227 0.089
H 4.517 1.790 -1.941 0.101
H 3.278 -0.217 -2.244 0.072
H 2.132 0.941 -1.657 0.077
H 1.912 -0.237 0.481 0.072
H 1.889 -1.423 -0.790 0.045
H -1.043 1.907 -1.197 -0.029
H 0.695 2.104 -0.711 -0.021
H -0.561 1.598 0.507 -0.015
C -2.451 -2.174 1.946 -0.193
Si -2.718 -2.014 0.089 0.395
C -3.778 -3.433 -0.546 -0.204
C -3.721 -0.435 -0.111 -0.191
C -1.095 -2.134 -0.893 -0.394
H -3.359 -1.899 2.504 0.032
H -1.642 -1.515 2.289 0.026
H -2.195 -3.206 2.223 0.028
H -4.711 -3.547 0.021 0.029
H -4.044 -3.271 -1.600 0.029
H -3.222 -4.378 -0.478 0.028
H -3.091 0.461 -0.075 0.008
H -4.278 -0.429 -1.059 0.032
H -4.461 -0.353 0.702 0.035
H -0.457 -2.924 -0.464 -0.017
H -1.309 -2.455 -1.924 -0.019
```

Results
- DFT total energy: -3500.43101 Ha
- Orbital gap: 4.60 eV



2.
The following is a DFT calculation (wB97M-V/def2-TZVPD) of a molecular structure, C19H43B3Cl2FN7O7P2.

The geometry in XYZ format:
```
84
Properties=species:S:1:pos:R:3:lowdin_charge:R:1
C -4.155 -2.490 5.236 0.035
C -4.518 -3.724 4.787 -0.011
B -3.895 -4.517 3.578 -0.478
O -3.552 -3.949 2.325 0.292
B -2.215 -4.269 2.043 -0.402
C -1.358 -3.090 1.325 -0.273
O -1.348 -2.019 1.857 0.134
N -0.634 -3.235 0.078 0.174
C -0.560 -4.586 -0.391 -0.528
O 0.381 -5.243 -0.176 0.198
F -1.578 -5.066 -1.123 0.145
O -1.641 -5.505 2.397 0.300
B -2.197 -5.938 3.617 -0.518
C -1.383 -6.392 4.901 -0.502
Cl -1.323 -8.117 5.390 0.629
C -0.743 -5.502 5.666 -0.677
C -0.683 -3.994 5.368 -0.066
Cl 0.122 -6.019 7.143 0.619
O -3.604 -5.910 3.698 0.264
H -4.980 -1.783 5.481 0.075
H -3.128 -2.144 5.442 0.069
H -5.326 -4.247 5.354 0.116
H 0.332 -2.952 0.260 0.147
H 0.175 -3.775 4.689 0.104
H -1.595 -3.595 4.873 0.060
H -0.560 -3.439 6.323 0.089
O 1.412 0.552 4.143 -0.289
P 1.883 0.885 2.728 0.779
N 3.293 -0.098 2.824 -0.329
C 4.611 0.183 2.300 -0.140
C 3.008 -1.521 2.678 -0.145
N 2.191 2.559 3.112 -0.347
C 3.396 2.934 3.840 -0.134
C 1.045 3.212 3.751 -0.152
N 2.228 1.232 1.004 -0.302
C 2.894 2.426 0.511 -0.133
C 1.006 1.018 0.201 -0.138
H 4.671 0.066 1.209 0.081
H 5.342 -0.499 2.743 0.084
H 4.964 1.177 2.563 0.050
H 2.844 -1.789 1.622 0.073
H 2.111 -1.799 3.238 0.061
H 3.825 -2.132 3.070 0.081
H 3.583 2.282 4.701 0.089
H 3.330 3.963 4.202 0.081
H 4.273 2.929 3.192 0.051
H 0.980 2.975 4.819 0.077
H 0.109 2.901 3.281 0.072
H 1.117 4.298 3.643 0.079
H 2.316 3.339 0.675 0.085
H 3.058 2.326 -0.567 0.093
H 3.885 2.550 0.946 0.063
H 0.263 1.801 0.391 0.081
H 0.554 0.052 0.454 0.060
H 1.228 0.991 -0.868 0.074
O 0.851 2.614 -3.826 -0.296
P -0.041 2.824 -5.054 0.782
N -1.319 3.536 -4.148 -0.333
C -2.743 3.345 -4.317 -0.141
C -1.058 4.925 -3.782 -0.144
N -0.258 1.112 -5.308 -0.347
C -1.179 0.356 -4.468 -0.132
C 1.012 0.383 -5.367 -0.151
N -0.933 3.151 -6.577 -0.306
C -1.755 2.181 -7.280 -0.138
C -0.031 3.791 -7.554 -0.151
H -3.144 3.873 -5.194 0.081
H -3.276 3.717 -3.438 0.085
H -3.021 2.296 -4.387 0.050
H -1.231 5.600 -4.633 0.077
H -0.023 5.054 -3.456 0.069
H -1.691 5.241 -2.950 0.080
H -1.065 0.595 -3.405 0.086
H -1.031 -0.719 -4.592 0.082
H -2.216 0.524 -4.760 0.051
H 1.420 0.187 -4.369 0.074
H 1.760 0.950 -5.929 0.072
H 0.880 -0.574 -5.878 0.080
H -1.180 1.344 -7.686 0.085
H -2.256 2.676 -8.119 0.091
H -2.555 1.791 -6.653 0.064
H 0.713 3.083 -7.938 0.077
H 0.506 4.622 -7.083 0.075
H -0.587 4.210 -8.396 0.078
```

Results
- DFT total energy: -3437.21465 Ha
- Orbital gap: 6.92 eV



3.
The following is a DFT calculation (wB97M-V/def2-TZVPD) of 3 unconnected molecules or ions with the total composition C19H43BClINO9.

The geometry in XYZ format:
```
75
Properties=species:S:1:pos:R:3:lowdin_charge:R:1
O 0.514 -1.472 0.852 0.132
B 0.119 -1.194 -0.480 -0.561
O 0.275 0.129 -0.900 0.126
C -0.535 -2.365 -1.419 -0.175
C -1.006 -3.610 -0.591 -0.269
C -2.484 -4.035 -0.920 -0.141
C -3.501 -2.846 -0.828 -0.219
C -4.320 -2.853 -2.171 -0.494
Cl -3.221 -2.622 -3.622 0.544
O -0.219 -4.793 -0.794 -0.086
C 1.173 -4.532 -0.807 -0.135
C 1.601 -3.550 -1.978 -0.157
N 0.383 -2.879 -2.501 -0.438
I 0.823 -1.484 -4.022 1.182
H 1.165 -2.181 0.872 0.096
H -0.445 0.699 -0.607 0.127
H -1.366 -1.852 -1.961 0.083
H -0.994 -3.426 0.510 0.157
H -2.742 -4.779 -0.135 0.132
H -2.483 -4.576 -1.885 0.104
H -4.244 -3.079 -0.037 0.125
H -3.012 -1.865 -0.687 0.105
H -5.059 -2.036 -2.222 0.080
H -4.780 -3.855 -2.269 0.087
H 1.528 -4.189 0.193 0.133
H 1.691 -5.492 -1.005 0.143
H 2.421 -2.862 -1.706 0.137
H 1.978 -4.198 -2.799 0.132
H -0.160 -3.598 -2.995 0.118
C -5.902 0.847 5.412 -0.105
O -5.128 0.404 4.311 -0.200
C -5.030 1.342 3.254 -0.195
C -3.595 1.534 2.779 -0.185
O -2.700 2.141 3.703 -0.117
C -2.359 1.433 4.891 -0.169
C -1.558 0.150 4.704 -0.179
O -2.321 -0.866 4.067 -0.188
C -1.655 -1.510 3.006 -0.123
H -6.959 0.622 5.243 0.089
H -5.568 0.305 6.298 0.090
H -5.773 1.916 5.600 0.089
H -5.440 2.317 3.542 0.125
H -5.624 0.956 2.417 0.124
H -3.630 2.218 1.926 0.125
H -3.176 0.603 2.394 0.101
H -3.242 1.260 5.504 0.110
H -1.730 2.121 5.462 0.131
H -1.269 -0.229 5.690 0.130
H -0.649 0.376 4.139 0.123
H -1.026 -0.822 2.439 0.063
H -2.414 -1.910 2.326 0.082
H -1.052 -2.342 3.388 0.095
C 5.780 5.744 -2.776 -0.107
O 5.250 4.534 -3.285 -0.200
C 6.207 3.500 -3.442 -0.192
C 5.737 2.179 -2.848 -0.178
O 5.591 2.140 -1.432 -0.119
C 4.575 2.934 -0.830 -0.172
C 3.137 2.550 -1.156 -0.180
O 2.813 2.797 -2.519 -0.183
C 2.160 1.731 -3.167 -0.179
H 6.167 6.359 -3.594 0.089
H 4.971 6.287 -2.286 0.089
H 6.567 5.569 -2.037 0.088
H 7.168 3.769 -2.987 0.125
H 6.367 3.361 -4.518 0.127
H 6.505 1.434 -3.076 0.127
H 4.830 1.824 -3.339 0.104
H 4.752 3.993 -1.016 0.111
H 4.706 2.796 0.247 0.130
H 2.464 3.162 -0.545 0.130
H 2.981 1.499 -0.897 0.113
H 2.533 0.759 -2.833 0.029
H 2.360 1.817 -4.240 0.092
H 1.082 1.795 -3.006 0.072
```

Results
- DFT total energy: -2264.03985 Ha
- Charge: +1
- Orbital gap: 5.60 eV



4.
The following is a DFT calculation (wB97M-V/def2-TZVPD) of a molecular structure, C19H43BiP3SSe.

The geometry in XYZ format:
```
68
Properties=species:S:1:pos:R:3:lowdin_charge:R:1
Bi -1.184 -0.136 -0.352 1.211
P -1.540 -2.334 1.393 0.672
P 1.621 -0.447 2.336 0.764
P 1.274 -1.330 -1.111 0.670
H -3.192 3.099 -4.821 0.048
C -3.369 2.069 -5.087 -0.050
C -3.185 1.116 -4.173 -0.089
H -2.841 1.394 -3.183 -0.002
C -2.935 -2.033 2.540 -0.226
C -0.497 -3.483 2.360 -0.225
C -2.290 -3.443 0.138 -0.255
C 2.949 0.835 2.395 -0.290
C 1.006 -0.231 4.067 -0.278
C 2.714 -1.932 2.617 -0.269
C 0.974 -1.390 -2.933 -0.257
C 1.614 -3.074 -0.708 -0.230
C 2.950 -0.598 -1.072 -0.231
H -3.729 1.845 -6.108 0.087
H -3.445 0.068 -4.377 0.060
H -3.596 -1.256 2.139 0.053
H -2.568 -1.701 3.519 0.052
H -3.495 -2.967 2.652 0.081
H -0.104 -3.013 3.272 0.042
H 0.352 -3.859 1.774 0.039
H -1.108 -4.345 2.660 0.089
H -2.977 -2.873 -0.508 0.054
H -2.856 -4.226 0.670 0.081
H -1.518 -3.910 -0.496 0.049
H 3.588 0.642 3.265 0.065
H 2.496 1.829 2.477 0.025
H 3.557 0.823 1.484 0.031
H 1.848 -0.325 4.760 0.066
H 0.246 -0.976 4.324 0.027
H 0.567 0.765 4.173 0.035
H 3.297 -1.748 3.527 0.064
H 3.394 -2.072 1.768 0.032
H 2.117 -2.843 2.745 0.020
H 1.904 -1.737 -3.427 0.074
H 0.710 -0.388 -3.323 0.044
H 0.152 -2.092 -3.173 0.066
H 2.254 -3.497 -1.495 0.087
H 0.692 -3.665 -0.657 0.031
H 2.140 -3.178 0.249 0.034
H 3.518 -0.945 -1.952 0.083
H 3.520 -0.881 -0.171 0.044
H 2.867 0.499 -1.102 0.010
C 0.979 3.034 -1.941 -0.660
C -0.302 3.172 -2.494 -0.179
C -0.435 3.149 -3.868 -0.045
C 0.679 3.165 -4.712 0.021
C 1.967 3.197 -4.129 -0.018
C 2.133 3.120 -2.751 -0.074
Se 0.978 2.514 -0.168 0.881
H -0.941 1.010 -1.819 -0.112
H -1.158 3.230 -1.824 0.099
H -1.437 3.053 -4.297 0.065
H 0.603 3.203 -5.804 0.140
H 2.809 3.270 -4.796 0.125
H 3.104 3.075 -2.260 0.121
C -1.424 3.219 2.319 -0.378
S -2.408 1.726 2.143 0.717
C -2.334 1.155 3.845 -0.370
H -0.490 3.069 1.734 -0.080
H -1.193 3.456 3.358 0.061
H -2.008 4.036 1.842 0.069
H -1.571 0.369 3.937 -0.003
H -2.108 1.983 4.519 0.063
H -3.333 0.739 4.091 0.063
```

Results
- DFT total energy: -4786.85261 Ha
- Charge: +3
- Orbital gap (alpha / beta): 4.49 / 5.15 eV